[1]
An isolated ion of composition C5H13N2O and charge +1 in a non-equilibrium geometry. Source: the Open Molecules 2025 dataset; level of theory: the ωB97M-V functional and the def2-TZVPD basis.

The calculation puts the total energy at -10415.3137 eV. As for the SMILES: N/C=[NH+]\CCCCO. Its energy above the lowest of the compared OMol25 structures with the same formula, charge and spin is 2.882 eV. For the maximum force, the calculation gives 0.075 hartree/bohr. Its net charge is +1. Its HOMO energy is -13.68 eV. For the frontier orbital gap, the calculation gives 9.26 eV.

Structure (XYZ):
```
21
C5H13N2O, DFT the ωB97M-V functional and the def2-TZVPD basis
N 1.404 -1.785 -1.016
C 0.267 -2.556 -0.792
N -0.685 -1.938 -0.060
C -1.046 -0.533 -0.459
C -1.029 0.380 0.803
C -0.698 1.901 0.773
C 0.668 1.985 -0.095
O 1.724 1.340 0.759
H 2.085 -2.053 -1.668
H 1.661 -0.898 -0.469
H 0.265 -3.701 -1.002
H -1.382 -2.552 0.409
H -0.213 -0.192 -1.206
H -1.987 -0.662 -1.049
H -0.348 -0.092 1.467
H -2.071 0.384 1.343
H -1.406 2.610 0.235
H -0.689 2.223 1.909
H 0.724 1.308 -0.954
H 0.895 2.979 -0.475
H 1.861 1.853 1.545
```

=====

[2]
H16MgNO11 as an isolated structure in a non-equilibrium geometry. Source: the Open Molecules 2025 dataset; level of theory: the ωB97M-V functional and the def2-TZVPD basis.

The calculation puts the total energy at -29697.3886 eV. For the maximum force, the calculation gives 0.080 hartree/bohr. Its net charge is +2. Its HOMO energy (alpha / beta) is -17.41 / -16.68 eV. The multiplicity is 2. For the frontier orbital gap (alpha / beta), the calculation gives 10.19 / 4.17 eV. Its expectation value of S² is 0.756.

Structure (XYZ):
```
29
H16MgNO11, DFT the ωB97M-V functional and the def2-TZVPD basis
Mg -0.731 0.987 -1.723
N -0.050 -0.561 0.838
O -0.230 -0.214 -0.284
O -0.938 -1.162 1.395
O 0.971 -0.244 1.418
O 0.241 -0.252 -2.986
H 0.948 -0.890 -2.887
H -0.051 -0.356 -3.892
O -2.288 1.208 2.232
H -1.954 0.388 1.867
H -3.232 1.169 2.082
O 0.994 1.986 -1.602
H 1.683 2.151 -0.958
H 1.337 2.351 -2.418
O -2.310 0.008 -2.241
H -3.226 0.286 -2.235
H -2.349 -0.946 -2.314
O -1.829 2.056 -0.507
H -2.741 2.348 -0.502
H -1.413 2.556 0.194
O 3.150 -1.689 2.373
H 3.138 -2.324 1.657
H 2.672 -0.933 2.032
O 2.338 1.125 3.797
H 3.267 0.990 3.607
H 1.939 1.286 2.942
O 0.065 -3.794 -0.271
H 0.278 -3.010 -0.777
H 0.322 -4.522 -0.837
```

=====

[3]
The molecule C21H22ClN5O3 in a non-equilibrium geometry. Source: the Open Molecules 2025 dataset; level of theory: the ωB97M-V functional and the def2-TZVPD basis.

The calculation puts the total energy at -48249.8522 eV. As for the SMILES: COCC(=O)Nc1nc2n(n1)[C@H](c1ccc(Cl)cc1)C[C@@H](c1ccc(OC)cc1)N2. For the maximum force, the calculation gives 0.025 hartree/bohr. Its net charge is 0. Its HOMO energy is -8.31 eV. For the frontier orbital gap, the calculation gives 8.78 eV.

Structure (XYZ):
```
52
C21H22ClN5O3, DFT the ωB97M-V functional and the def2-TZVPD basis
C -4.382 3.183 -4.726
O -3.067 3.461 -4.299
C -2.566 2.558 -3.353
C -2.266 1.176 -3.910
O -2.502 0.822 -5.043
N -1.693 0.296 -3.031
C -1.322 0.447 -1.719
N -1.508 1.565 -0.975
C -0.995 1.226 0.196
N -0.530 -0.036 0.161
N -0.730 -0.543 -1.082
C 0.164 -0.701 1.242
C -0.118 -2.187 1.192
C 0.451 -2.920 0.155
C 0.216 -4.274 0.025
C -0.594 -4.913 0.951
Cl -0.889 -6.609 0.807
C -1.165 -4.204 1.993
C -0.929 -2.845 2.106
C -0.256 0.013 2.528
C -0.075 1.535 2.384
C 1.382 1.898 2.172
C 1.896 2.227 0.929
C 3.239 2.529 0.763
C 4.098 2.503 1.854
O 5.427 2.779 1.811
C 6.004 3.130 0.575
C 3.584 2.174 3.111
C 2.248 1.879 3.263
N -0.965 1.973 1.327
H -4.659 3.994 -5.395
H -5.072 3.159 -3.872
H -4.439 2.233 -5.262
H -3.252 2.444 -2.500
H -1.637 2.991 -2.974
H -1.488 -0.624 -3.404
H 1.247 -0.557 1.091
H 1.073 -2.416 -0.569
H 0.656 -4.833 -0.785
H -1.793 -4.709 2.710
H -1.386 -2.313 2.925
H -1.313 -0.173 2.722
H 0.337 -0.358 3.362
H -0.420 2.012 3.311
H 1.253 2.260 0.061
H 3.595 2.782 -0.223
H 5.556 4.041 0.167
H 5.913 2.320 -0.155
H 7.057 3.309 0.784
H 4.257 2.162 3.953
H 1.865 1.634 4.243
H -1.075 2.965 1.187
```

=====

[4]
C9H30N14O13Pb as an isolated structure in a non-equilibrium geometry. Source: the Open Molecules 2025 dataset; level of theory: the ωB97M-V functional and the def2-TZVPD basis.

The calculation puts the total energy at -62554.1884 eV. Its energy above the lowest of the compared OMol25 structures with the same formula, charge and spin is 0.000 eV. For the maximum force, the calculation gives 0.077 hartree/bohr. Its net charge is 0. Its HOMO energy is -9.03 eV. For the frontier orbital gap, the calculation gives 6.56 eV.

Structure (XYZ):
```
67
C9H30N14O13Pb, DFT the ωB97M-V functional and the def2-TZVPD basis
Pb 0.297 2.934 -1.868
O -0.044 -0.322 -4.295
C 0.428 0.848 -4.846
O 0.339 1.892 -4.111
O 0.802 0.874 -6.014
H -0.035 -0.011 -3.373
O 0.303 -0.761 0.292
C 0.079 0.406 -0.352
O 0.290 1.499 0.241
O -0.347 0.332 -1.534
H 0.749 -0.309 1.050
C -3.884 0.621 -2.429
O -3.688 1.663 -1.818
N -4.869 0.483 -3.378
N -3.057 -0.483 -2.422
H -5.601 1.149 -3.540
H -4.986 -0.463 -3.683
H -2.143 -0.226 -2.068
H -3.142 -1.132 -3.177
C -1.479 -4.065 0.204
O -1.618 -5.285 0.385
N -2.447 -3.344 -0.413
N -0.279 -3.479 0.266
H -2.302 -2.351 -0.511
H -3.409 -3.607 -0.273
H 0.506 -3.964 0.660
H -0.219 -2.464 0.317
C 1.765 5.168 0.532
O 1.401 4.812 -0.600
N 1.329 4.547 1.660
N 2.649 6.148 0.812
H 0.823 3.687 1.516
H 1.435 4.921 2.582
H 2.973 6.219 1.756
H 3.053 6.716 0.088
C 3.784 0.294 2.515
O 3.522 1.311 3.146
N 4.649 -0.648 3.017
N 3.532 0.121 1.195
H 5.103 -0.434 3.885
H 4.797 -1.490 2.494
H 3.867 -0.715 0.758
H 2.844 0.758 0.826
C 2.475 -2.716 -2.953
O 3.558 -3.267 -3.101
N 2.226 -1.748 -2.026
N 1.362 -3.040 -3.655
H 1.310 -1.412 -1.794
H 2.951 -1.505 -1.376
H 1.479 -3.864 -4.219
H 0.487 -2.564 -3.561
C 0.213 -0.561 3.985
O -0.935 -0.927 4.253
N 1.235 -1.461 4.060
N 0.506 0.673 3.535
H 2.152 -1.045 4.096
H 1.037 -2.417 4.281
H 1.493 0.861 3.422
H -0.179 1.273 3.117
C -3.846 0.473 2.007
O -4.196 1.046 3.027
N -4.084 -0.829 1.686
N -3.085 1.083 1.057
H -4.551 -1.352 2.408
H -3.778 -1.248 0.835
H -2.774 0.658 0.207
H -2.830 2.042 1.214
```

=====

[5]
A 2-piece molecular cluster, C5H14N overall. Source: the Open Molecules 2025 dataset; level of theory: the ωB97M-V functional and the def2-TZVPD basis.

The calculation puts the total energy at -6894.5049 eV. Its energy above the lowest of the compared OMol25 structures with the same formula, charge and spin is 1.357 eV. For the maximum force, the calculation gives 0.017 hartree/bohr. Its net charge is +1. Its HOMO energy is -15.11 eV. For the frontier orbital gap, the calculation gives 9.46 eV.

Structure (XYZ):
```
20
C5H14N, DFT the ωB97M-V functional and the def2-TZVPD basis
C -1.329 1.874 -1.704
N -1.641 0.708 -1.309
H -2.124 2.526 -2.050
H -0.288 2.166 -1.726
H -0.925 0.114 -0.877
H -2.588 0.350 -1.372
C 1.398 -0.205 -1.102
C -0.163 -0.871 2.409
C 0.274 -1.166 0.966
C 1.015 0.036 0.355
H 2.340 -0.733 -1.225
H 1.396 0.690 -1.727
H 0.690 -0.886 -1.603
H -0.798 -1.644 2.832
H -0.688 0.084 2.404
H 0.723 -0.761 3.034
H -0.615 -1.427 0.374
H 0.946 -2.018 0.880
H 0.470 0.979 0.482
H 1.906 0.186 0.959
```

=====

[6]
C19H45InNO5 as an isolated structure. Source: the Open Molecules 2025 dataset; level of theory: the ωB97M-V functional and the def2-TZVPD basis.

The calculation puts the total energy at -37331.2547 eV. For the maximum force, the calculation gives 0.009 hartree/bohr. Its net charge is -1. Its HOMO energy is -4.59 eV. For the frontier orbital gap, the calculation gives 7.24 eV.

Structure (XYZ):
```
71
C19H45InNO5, DFT the ωB97M-V functional and the def2-TZVPD basis
C 5.664 -1.436 0.683
C 5.829 0.077 0.810
C 6.097 0.832 -0.504
C 5.312 0.412 -1.755
C 3.935 1.080 -1.909
In 2.246 0.342 -0.651
C 0.800 2.025 -0.243
C -0.053 1.595 0.872
C 0.357 2.045 2.258
N -1.087 0.835 0.775
C 1.191 -1.346 -1.642
C 1.069 -2.502 -0.663
C 0.235 -3.682 -1.157
O 2.388 -3.012 -0.365
H 5.343 -1.860 1.639
H 4.906 -1.707 -0.053
H 6.611 -1.916 0.410
H 4.949 0.490 1.307
H 6.680 0.269 1.476
H 5.879 1.894 -0.329
H 7.172 0.779 -0.722
H 5.944 0.670 -2.620
H 5.204 -0.677 -1.794
H 3.598 0.909 -2.941
H 4.063 2.167 -1.816
H 2.762 -0.255 0.955
H 0.187 2.242 -1.124
H 1.393 2.907 0.005
H -0.516 2.108 2.911
H 1.082 1.354 2.697
H 0.819 3.034 2.211
H -1.218 0.619 -0.217
H 0.199 -1.041 -1.998
H 1.771 -1.678 -2.513
H 0.623 -2.131 0.270
H -0.655 -3.320 -1.681
H -0.091 -4.320 -0.330
H 0.836 -4.287 -1.842
H 2.643 -2.687 0.510
C -3.145 0.890 -6.303
O -3.578 -0.454 -6.239
C -2.517 -1.382 -6.073
C -2.350 -1.814 -4.633
O -1.949 -0.742 -3.808
C -2.978 -0.207 -3.000
H -4.034 1.517 -6.273
H -2.496 1.146 -5.463
H -2.607 1.085 -7.239
H -1.577 -0.949 -6.433
H -2.745 -2.258 -6.688
H -1.570 -2.581 -4.584
H -3.283 -2.256 -4.267
H -3.264 -0.912 -2.211
H -3.864 0.050 -3.589
H -2.582 0.692 -2.531
C -1.801 0.785 5.849
O -2.513 1.812 5.188
C -3.378 1.324 4.173
C -4.819 1.307 4.630
O -5.044 0.400 5.700
C -5.073 1.020 6.967
H -1.296 1.235 6.703
H -2.469 -0.005 6.203
H -1.048 0.345 5.186
H -3.069 0.324 3.856
H -3.286 1.979 3.303
H -5.451 0.994 3.795
H -5.124 2.317 4.927
H -5.969 1.642 7.083
H -4.188 1.640 7.134
H -5.099 0.228 7.715
```